The following is a DFT calculation (ωB97M-V/def2-TZVPD) of a gas-phase ion, C4H11N2 (charge +1) at a distorted geometry.

HOMO-LUMO gap	12.99	eV
SMILES string	CC[N@@+]1(C)CN1
largest force on an atom	0.09126	Eh/bohr
total energy	-268.1365	hartree

```
! wB97M-V def2-TZVPD RIJCOSX def2/J DEFGRID3
* xyz 1 1
N 0.612 0.185 0.181
H 2.058 -1.246 -0.645
C 1.181 1.345 -0.336
H -2.214 -1.452 0.185
H -1.193 1.388 0.567
H -1.521 -0.305 -1.121
C -2.023 -0.330 -0.130
C -0.891 0.342 0.742
H -2.843 0.375 0.039
N 1.526 0.876 0.981
H 0.566 -1.937 0.183
H 0.515 2.178 -0.325
H 0.434 -1.052 -1.423
H 2.241 0.224 1.022
H 1.961 1.331 -1.212
C 0.908 -1.128 -0.446
H -0.679 -0.112 1.640
*
```